(1)
Density functional theory data (ωB97M-V/def2-TZVPD) for a single C4H4N2O molecule at a distorted geometry.

The calculation puts the max |F| at 2.42 eV/A. For the energy relative to the best compared isomer or geometry (same formula, charge and spin), the calculation gives 30.7 kcal/mol. The value obtained for the gap between HOMO and LUMO is 9.34 eV. Its net charge is 0. The LUMO energy comes out at 0.01245 Ha. As for the SMILES: O=c1cc[nH]cn1.

Geometry as XYZ:
```
11
Properties=species:S:1:pos:R:3:lowdin_charge:R:1
O 2.38 -0.94 0.31 0.051
C 1.20 -0.73 0.08 -0.509
C 1.06 0.67 -0.17 -0.012
C -0.12 1.13 0.17 -0.076
N -1.21 0.28 0.01 0.055
C -1.02 -1.06 -0.08 -0.176
N 0.13 -1.63 0.05 0.155
H 1.93 1.15 -0.60 0.126
H -0.31 2.10 0.52 0.111
H -2.12 0.70 -0.06 0.145
H -1.91 -1.66 -0.24 0.129
```

=====

(2)
Density functional theory data (ωB97M-V/def2-TZVPD) for a single C4H4N2O molecule at a distorted geometry.

The calculation puts the max |F| at 4.08 eV/A. For the energy relative to the best compared isomer or geometry (same formula, charge and spin), the calculation gives 57.3 kcal/mol. The value obtained for the gap between HOMO and LUMO is 8.95 eV. Its net charge is 0. The LUMO energy comes out at -0.00319 Ha. As for the SMILES: N=C=N/C=C\C=O.

Geometry as XYZ:
```
11
Properties=species:S:1:pos:R:3:lowdin_charge:R:1
C -1.05 -0.79 -0.89 -0.054
C -1.75 0.48 -0.77 -0.318
C 0.14 -0.98 -0.24 -0.090
C 1.69 0.52 0.93 -0.251
N 0.77 0.03 0.37 0.139
N 2.69 0.89 1.47 0.196
O -1.32 1.54 -0.37 0.032
H -1.72 -1.48 -1.39 0.087
H -2.85 0.28 -1.13 0.126
H 0.51 -1.93 -0.22 0.087
H 2.89 1.46 2.22 0.047
```

=====

(3)
Density functional theory data (ωB97M-V/def2-TZVPD) for C4H4N2O as an isolated structure at a distorted geometry.

The calculation puts the max |F| at 5.67 eV/A. For the energy relative to the best compared isomer or geometry (same formula, charge and spin), the calculation gives 171.1 kcal/mol. The value obtained for the gap between HOMO and LUMO is 8.99 eV. Its net charge is 0. The LUMO energy comes out at -0.02462 Ha.

Geometry as XYZ:
```
11
Properties=species:S:1:pos:R:3:lowdin_charge:R:1
C 0.37 0.91 0.12 -0.512
C -2.29 -1.06 -0.20 -0.027
O -0.02 -0.29 0.24 -0.020
N -1.77 0.00 0.24 0.143
N 0.08 2.09 -0.02 0.152
C 2.13 0.24 0.04 -0.019
C 3.16 -0.39 -0.07 0.008
H -0.71 2.44 0.52 0.076
H -3.39 -1.14 -0.29 0.096
H -1.71 -1.95 -0.48 0.099
H 4.13 -0.83 -0.08 0.004
```

=====

(4)
Density functional theory data (ωB97M-V/def2-TZVPD) for C4H4N2O as an isolated structure at a distorted geometry.

The calculation puts the max |F| at 2.19 eV/A. For the energy relative to the best compared isomer or geometry (same formula, charge and spin), the calculation gives 72.3 kcal/mol. The value obtained for the gap between HOMO and LUMO is 9.25 eV. Its net charge is 0. The LUMO energy comes out at -0.00358 Ha.

Geometry as XYZ:
```
11
Properties=species:S:1:pos:R:3:lowdin_charge:R:1
N 1.03 0.67 0.73 0.129
C 0.94 0.04 -0.51 -0.569
C 0.42 -1.38 -0.31 -0.049
N -0.79 -1.52 0.08 0.076
C -1.35 -0.25 0.32 -0.127
C -0.54 0.84 0.44 -0.033
O 0.95 0.61 -1.58 0.084
H 1.56 1.55 0.58 0.131
H 1.06 -2.23 -0.52 0.118
H -2.44 -0.22 0.49 0.115
H -0.83 1.87 0.27 0.125
```

=====

(5)
Density functional theory data (ωB97M-V/def2-TZVPD) for C4H4N2O as an isolated structure at a distorted geometry.

The calculation puts the max |F| at 3.50 eV/A. For the energy relative to the best compared isomer or geometry (same formula, charge and spin), the calculation gives 93.9 kcal/mol. The value obtained for the gap between HOMO and LUMO is 11.11 eV. Its net charge is 0. The LUMO energy comes out at -0.00625 Ha.

Geometry as XYZ:
```
11
Properties=species:S:1:pos:R:3:lowdin_charge:R:1
N -0.18 -2.63 -0.44 0.174
C -0.06 -1.53 -0.78 -0.205
C 0.24 -0.17 -1.22 -0.216
O -0.50 0.85 -0.71 -0.135
C -0.19 1.09 0.60 -0.216
C -0.63 0.11 1.60 -0.205
N -0.87 -0.63 2.45 0.174
H 0.20 -0.09 -2.32 0.140
H 1.40 0.10 -0.49 0.173
H 1.17 0.79 0.49 0.175
H -0.56 2.11 0.84 0.140
```

=====

(6)
Density functional theory data (ωB97M-V/def2-TZVPD) for a single C4H4N2O molecule at a distorted geometry.

The calculation puts the max |F| at 3.40 eV/A. For the energy relative to the best compared isomer or geometry (same formula, charge and spin), the calculation gives 74.5 kcal/mol. The value obtained for the gap between HOMO and LUMO is 9.28 eV. Its net charge is 0. The LUMO energy comes out at -0.00378 Ha. As for the SMILES: O=Cc1cnc[nH]1.

Geometry as XYZ:
```
11
Properties=species:S:1:pos:R:3:lowdin_charge:R:1
O -2.15 -1.59 0.01 0.034
C -1.92 -0.40 -0.01 -0.220
C -0.55 0.14 0.02 -0.221
C 0.06 1.41 0.02 -0.060
N 1.44 1.17 0.15 -0.014
C 1.64 -0.11 0.09 -0.184
N 0.48 -0.77 0.09 0.114
H -2.72 0.35 -0.06 0.123
H 0.73 2.13 -0.60 0.142
H 2.62 -0.56 0.06 0.124
H 0.36 -1.77 0.22 0.160
```

=====

(7)
Density functional theory data (ωB97M-V/def2-TZVPD) for a single C4H4N2O molecule at a distorted geometry.

The calculation puts the max |F| at 5.19 eV/A. For the energy relative to the best compared isomer or geometry (same formula, charge and spin), the calculation gives 88.5 kcal/mol. The value obtained for the gap between HOMO and LUMO is 10.43 eV. Its net charge is 0. The LUMO energy comes out at 0.01553 Ha. As for the SMILES: C=Cc1cnon1.

Geometry as XYZ:
```
11
Properties=species:S:1:pos:R:3:lowdin_charge:R:1
C -1.13 1.64 0.33 0.014
C -0.97 0.45 -0.28 -0.104
C 0.24 -0.35 0.03 -0.347
C 0.69 -1.56 -0.57 -0.022
H -2.08 2.24 0.20 0.072
H -0.45 2.23 0.97 0.070
H -1.78 -0.09 -0.84 0.118
H 0.22 -2.24 -1.11 0.070
N 1.93 -1.69 -0.13 0.039
N 1.15 0.14 0.73 0.138
O 2.18 -0.76 0.68 -0.047
```

=====

(8)
Density functional theory data (ωB97M-V/def2-TZVPD) for a single C4H4N2O2 molecule at a distorted geometry.

The calculation puts the max |F| at 4.94 eV/A. For the energy relative to the best compared isomer or geometry (same formula, charge and spin), the calculation gives 74.9 kcal/mol. The value obtained for the gap between HOMO and LUMO is 8.54 eV. Its net charge is 0. The LUMO energy comes out at -0.01434 Ha. As for the SMILES: N#C/C(N)=C(/O)C=O.

Geometry as XYZ:
```
12
Properties=species:S:1:pos:R:3:lowdin_charge:R:1
C -0.54 0.51 -0.21 -0.278
C 0.72 0.11 0.01 -0.238
N 1.86 0.75 0.32 0.121
C -1.55 -0.60 -0.28 -0.208
O -0.98 1.77 0.09 0.062
C 0.65 -1.52 0.23 -0.144
O -2.66 -0.43 0.23 0.055
N 1.04 -2.60 0.16 0.145
H -1.95 1.69 0.21 0.116
H 2.13 1.47 -0.35 0.121
H 2.65 0.21 0.67 0.113
H -1.38 -1.35 -1.07 0.136
```

=====

(9)
Density functional theory data (ωB97M-V/def2-TZVPD) for a single C4H4N2O2 molecule at a distorted geometry.

The calculation puts the max |F| at 9.91 eV/A. For the energy relative to the best compared isomer or geometry (same formula, charge and spin), the calculation gives 94.0 kcal/mol. The value obtained for the gap between HOMO and LUMO is 9.62 eV. Its net charge is 0. The LUMO energy comes out at 0.01535 Ha. As for the SMILES: N#C/C=C(/N)OC=O.

Geometry as XYZ:
```
12
Properties=species:S:1:pos:R:3:lowdin_charge:R:1
C 0.50 0.51 0.14 -0.342
C -0.80 -0.78 -1.54 -0.320
C -0.11 0.67 1.29 -0.048
C -1.61 0.58 1.01 -0.176
H 2.47 0.03 -0.55 0.125
H 2.32 0.10 1.19 0.145
H -0.80 -0.44 -2.73 0.199
H 0.19 0.37 2.30 0.119
N 1.81 0.07 0.25 0.097
N -2.84 0.37 0.82 0.108
O 0.04 0.28 -1.25 -0.006
O -1.18 -1.76 -0.93 0.099
```

=====

(10)
Density functional theory data (ωB97M-V/def2-TZVPD) for a single C4H4N2O2 molecule at a distorted geometry.

The calculation puts the max |F| at 7.85 eV/A. For the energy relative to the best compared isomer or geometry (same formula, charge and spin), the calculation gives 159.2 kcal/mol. The value obtained for the gap between HOMO and LUMO is 9.72 eV. Its net charge is 0. The LUMO energy comes out at 0.02566 Ha. As for the SMILES: c1onc2c1CON2.

Geometry as XYZ:
```
12
Properties=species:S:1:pos:R:3:lowdin_charge:R:1
C 0.07 -0.25 -1.42 0.002
C 0.07 0.59 0.73 -0.276
C -0.43 -1.44 1.05 -0.061
C -0.19 -0.60 0.12 -0.154
H 1.11 -0.37 -1.84 0.125
H -0.80 -0.38 -2.28 0.166
H -0.15 2.38 -0.02 0.051
H -0.79 -2.41 0.95 0.120
N 0.45 1.72 -0.13 0.069
N 0.44 0.42 1.99 0.166
O 0.23 1.29 -1.43 -0.178
O 0.00 -0.94 2.28 -0.031
```

=====

(11)
Density functional theory data (ωB97M-V/def2-TZVPD) for a single C4H4N2O2 molecule at a distorted geometry.

The calculation puts the max |F| at 7.83 eV/A. For the energy relative to the best compared isomer or geometry (same formula, charge and spin), the calculation gives 60.3 kcal/mol. The value obtained for the gap between HOMO and LUMO is 9.77 eV. Its net charge is 0. The LUMO energy comes out at -0.00310 Ha. As for the SMILES: O=C[C@H]1N=CNC1=O.

Geometry as XYZ:
```
12
Properties=species:S:1:pos:R:3:lowdin_charge:R:1
C -1.45 -0.89 -0.11 -0.139
C -0.29 -0.45 0.65 -0.207
C 1.74 -0.82 -0.37 -0.125
C 0.28 0.89 0.15 -0.418
H -1.55 -1.93 0.06 0.111
H -0.46 -0.45 1.80 0.205
H 2.52 -1.16 -1.07 0.134
H 2.11 1.37 -0.53 0.099
N 0.78 -1.41 0.20 0.062
N 1.67 0.64 -0.09 0.127
O -2.37 -0.02 -0.46 0.024
O -0.31 1.92 0.08 0.127
```

=====

(12)
Density functional theory data (ωB97M-V/def2-TZVPD) for a 2-piece molecular cluster, C4H4N2O2 overall at a distorted geometry.

The calculation puts the max |F| at 6.01 eV/A. For the energy relative to the best compared isomer or geometry (same formula, charge and spin), the calculation gives 216.5 kcal/mol. The value obtained for the gap between HOMO and LUMO is 7.19 eV. Its net charge is 0. The LUMO energy comes out at -0.06214 Ha.

Geometry as XYZ:
```
12
Properties=species:S:1:pos:R:3:lowdin_charge:R:1
C 1.66 0.25 0.12 -0.107
C 0.35 -0.23 0.29 -0.167
C -2.03 -0.01 -0.17 -0.024
C -0.76 0.92 -0.10 -0.233
H 3.75 0.20 0.19 0.228
H 1.83 1.24 0.73 0.159
H -0.14 -2.57 1.39 0.251
H -3.10 0.14 -0.44 0.110
N -0.41 -1.48 -0.13 -0.052
N -1.70 -1.32 0.01 -0.081
O 2.88 -0.33 -0.32 -0.070
O -0.75 2.20 0.08 -0.015
```